{"formula": "C51H124F6N9O9S2", "method": "ωB97M-V/def2-TZVPD", "species": ["C", "N", "C", "C", "C", "C", "O", "H", "H", "H", "H", "H", "H", "H", "H", "H", "H", "H", "H", "H", "H", "C", "N", "C", "C", "C", "C", "O", "H", "H", "H", "H", "H", "H", "H", "H", "H", "H", "H", "H", "H", "H", "C", "N", "C", "C", "C", "C", "O", "H", "H", "H", "H", "H", "H", "H", "H", "H", "H", "H", "H", "H", "H", "C", "N", "C", "C", "C", "C", "O", "H", "H", "H", "H", "H", "H", "H", "H", "H", "H", "H", "H", "H", "H", "C", "N", "C", "C", "C", "C", "O", "H", "H", "H", "H", "H", "H", "H", "H", "H", "H", "H", "H", "H", "H", "C", "C", "C", "N", "C", "C", "C", "C", "C", "H", "H", "H", "H", "H", "H", "H", "H", "H", "H", "H", "H", "H", "H", "H", "H", "H", "H", "C", "C", "C", "N", "C", "C", "C", "C", "C", "H", "H", "H", "H", "H", "H", "H", "H", "H", "H", "H", "H", "H", "H", "H", "H", "H", "H", "C", "C", "C", "N", "C", "C", "C", "C", "C", "H", "H", "H", "H", "H", "H", "H", "H", "H", "H", "H", "H", "H", "H", "H", "H", "H", "H", "C", "F", "F", "F", "S", "O", "O", "N", "S", "O", "O", "C", "F", "F", "F"], "xyz": [[-7.06511, -17.74710, 21.25088], [-6.78982, -18.75987, 22.36989], [-6.24594, -19.97452, 21.69229], [-5.89166, -18.11393, 23.40520], [-8.08875, -19.23512, 23.06326], [-8.87674, -18.19377, 23.83374], [-9.47451, -17.24952, 22.95916], [-7.92891, -18.19562, 20.76461], [-6.19321, -17.71491, 20.60447], [-7.30736, -16.78411, 21.68891], [-5.59493, -19.68605, 20.86522], [-7.08064, -20.52261, 21.26864], [-5.56824, -20.44649, 22.40251], [-4.97500, -17.90028, 22.85776], [-5.66158, -18.87610, 24.14798], [-6.39220, -17.24870, 23.81939], [-7.80214, -20.07733, 23.69631], [-8.76679, -19.75920, 22.38222], [-8.09525, -17.75593, 24.45918], [-9.64550, -18.68569, 24.42859], [-9.96648, -16.61242, 23.49161], [-5.52859, -27.80792, 14.08217], [-5.98000, -27.54238, 12.64394], [-5.30829, -28.53560, 11.74691], [-7.49800, -27.76061, 12.58118], [-5.59353, -26.13089, 12.21014], [-5.87576, -24.84401, 13.01543], [-7.29918, -24.82658, 13.22867], [-4.46776, -27.62457, 14.25170], [-5.54601, -28.88894, 14.22060], [-6.21564, -27.27053, 14.72694], [-5.53139, -29.56326, 12.01970], [-4.24035, -28.41366, 11.93784], [-5.50290, -28.25405, 10.71518], [-7.73847, -27.72490, 11.52308], [-7.99501, -27.05184, 13.23160], [-7.61562, -28.76062, 12.99452], [-6.01451, -26.14499, 11.20187], [-4.52416, -26.22285, 11.99820], [-5.63487, -23.89828, 12.53447], [-5.36287, -24.89637, 13.97846], [-7.66140, -24.11347, 12.69494], [-2.14545, -28.10921, 17.57170], [-2.06361, -29.30102, 18.50237], [-0.71535, -29.36246, 19.20464], [-3.08105, -29.20102, 19.63337], [-2.25256, -30.63095, 17.80069], [-3.56429, -31.05454, 17.23803], [-3.99165, -30.26668, 16.12641], [-2.15386, -27.22644, 18.20426], [-3.04424, -28.25222, 16.98081], [-1.22387, -28.16679, 16.99663], [-0.90837, -30.06901, 20.00538], [-0.50640, -28.34488, 19.52570], [0.07735, -29.69728, 18.53882], [-2.85765, -28.41212, 20.34932], [-3.04449, -30.13127, 20.19552], [-4.02803, -29.01368, 19.13390], [-1.78550, -31.47796, 18.30791], [-1.45800, -30.44850, 17.06519], [-4.41350, -30.98861, 17.92789], [-3.48474, -32.10209, 16.93308], [-4.92373, -30.41801, 15.95268], [-9.71219, -22.90979, 18.17421], [-9.86673, -22.45664, 16.73798], [-9.17520, -23.43213, 15.80746], [-11.35590, -22.44164, 16.48674], [-9.42079, -21.00669, 16.54125], [-7.97028, -20.55748, 16.70746], [-7.58830, -20.65677, 18.08278], [-10.30116, -23.81276, 18.32054], [-9.94741, -22.14642, 18.90702], [-8.67634, -23.23524, 18.25558], [-8.10189, -23.39746, 15.95162], [-9.52369, -23.27658, 14.79063], [-9.49347, -24.43001, 16.10977], [-11.93661, -21.66003, 16.97978], [-11.91612, -23.32015, 16.80882], [-11.51626, -22.31799, 15.41614], [-10.13725, -20.49292, 17.18045], [-9.71633, -20.77229, 15.51622], [-7.80682, -19.52019, 16.41374], [-7.31083, -21.16488, 16.07809], [-6.62125, -20.43393, 18.05557], [-0.58967, -18.67249, 11.69837], [-1.30995, -18.39573, 13.02208], [-1.27050, -16.84393, 13.04009], [-2.73399, -18.82816, 13.09258], [-0.49392, -18.87396, 14.21780], [-0.42342, -20.37168, 14.49862], [0.42611, -20.99952, 13.55459], [-1.07016, -19.55435, 11.27314], [0.43975, -18.96886, 11.87557], [-0.71630, -17.85131, 11.00199], [-1.62722, -16.50671, 14.01011], [-1.85392, -16.55198, 12.17447], [-0.20472, -16.64326, 12.96453], [-3.07261, -18.42676, 14.04778], [-2.77986, -19.91247, 13.09807], [-3.27076, -18.35139, 12.27634], [-0.70952, -18.18439, 15.03278], [0.53162, -18.56192, 13.99890], [-1.37608, -20.90913, 14.49817], [-0.06334, -20.54071, 15.51894], [0.23614, -21.93995, 13.61184], [-0.12078, -17.31679, 25.11628], [1.29375, -17.69467, 24.62388], [1.44832, -18.51448, 23.33223], [1.19257, -17.78007, 22.00729], [2.21174, -16.66896, 21.90137], [-0.24281, -17.20458, 21.84760], [-0.45909, -17.28752, 20.34512], [0.16371, -18.65871, 20.06486], [1.43886, -18.75744, 20.88726], [-0.11579, -16.68083, 25.99741], [-0.86625, -18.11228, 25.09618], [-0.56908, -16.63907, 24.37847], [1.86832, -18.21727, 25.39026], [1.87683, -16.77912, 24.51909], [0.96474, -19.48575, 23.40362], [2.53312, -18.62128, 23.29956], [2.07931, -16.15452, 20.95366], [3.22354, -17.02292, 22.07569], [1.96056, -15.96304, 22.68952], [-0.18433, -16.20758, 22.27234], [-0.81096, -17.93129, 22.42489], [0.07999, -16.42740, 19.94731], [-1.51169, -17.21002, 20.08053], [0.28537, -18.70195, 18.98063], [-0.44428, -19.53160, 20.31167], [2.24541, -18.47743, 20.20949], [1.63300, -19.79580, 21.14087], [-9.46294, -15.96441, 18.96145], [-10.58398, -16.64570, 19.77073], [-11.94143, -16.25550, 19.19117], [-13.11123, -16.89719, 19.92412], [-13.39678, -16.26801, 21.26503], [-13.05819, -18.47605, 20.00392], [-14.42605, -19.08520, 19.63702], [-15.33315, -17.88850, 19.52635], [-14.43070, -16.73491, 19.15526], [-9.54380, -16.10110, 17.88676], [-8.47936, -16.12934, 19.39580], [-9.62572, -14.90351, 19.18552], [-10.60328, -16.46480, 20.84249], [-10.41296, -17.70972, 19.58176], [-11.95858, -16.52442, 18.13262], [-12.17174, -15.18894, 19.17309], [-12.48801, -16.07916, 21.83477], [-13.93378, -17.05265, 21.79208], [-13.94268, -15.33614, 21.16173], [-12.77607, -18.67296, 21.03508], [-12.26489, -18.75707, 19.31621], [-14.76059, -19.87996, 20.30239], [-14.55013, -19.57518, 18.66689], [-15.85495, -17.68064, 20.46405], [-16.12508, -17.97233, 18.78362], [-14.91915, -15.77234, 19.28129], [-14.12610, -16.85438, 18.11303], [-2.91310, -13.65212, 13.69243], [-2.87537, -12.21172, 14.16671], [-3.69550, -11.87560, 15.42531], [-3.96269, -10.40626, 15.64923], [-4.77698, -9.78404, 14.52706], [-2.63137, -9.66439, 15.85209], [-2.26824, -9.88178, 17.30104], [-3.57912, -10.05402, 18.06230], [-4.68638, -10.19421, 16.98557], [-2.29311, -13.65666, 12.79306], [-3.87319, -13.96225, 13.26952], [-2.61656, -14.39405, 14.43304], [-3.23814, -11.60684, 13.33460], [-1.83688, -11.91590, 14.32018], [-3.24616, -12.32034, 16.31197], [-4.72027, -12.23710, 15.30752], [-4.95542, -8.75534, 14.82282], [-5.72765, -10.29943, 14.39451], [-4.22964, -9.91790, 13.59941], [-2.85165, -8.60575, 15.70475], [-1.92889, -9.95626, 15.07801], [-1.57238, -9.15973, 17.72048], [-1.73265, -10.83071, 17.41125], [-3.73938, -9.22123, 18.75002], [-3.66407, -10.87195, 18.77924], [-5.27155, -9.28595, 16.87088], [-5.32146, -11.05524, 17.17843], [-5.70959, -17.43197, 17.23868], [-6.76240, -17.71953, 18.01971], [-5.95710, -17.80129, 16.00406], [-5.51504, -16.12184, 17.36501], [-4.20008, -18.39171, 17.91555], [-3.16354, -18.18001, 16.95986], [-3.98423, -17.81622, 19.21626], [-4.89838, -19.96221, 17.87869], [-3.69309, -20.86177, 17.44069], [-3.29676, -20.76654, 16.04614], [-2.50718, -20.84991, 18.27703], [-4.39908, -22.60641, 17.71384], [-5.70773, -22.67776, 17.48697], [-3.80397, -23.50139, 16.92727], [-4.22281, -22.92105, 19.00804]], "forces_ev_per_a": [[-0.5, -0.9, 0.9], [-1.5, 0.8, -0.1], [1.3, 0.6, 0.1], [0.4, -1.4, -1.1], [-0.6, -0.5, -0.3], [1.0, -0.1, -0.1], [0.2, -0.1, -0.1], [0.0, 0.5, -0.5], [0.0, 0.1, 0.1], [-0.1, 0.0, -0.1], [-0.1, 0.2, 0.0], [0.2, -0.4, 0.3], [-0.6, -0.7, 0.0], [0.0, 0.5, 0.2], [-0.1, 0.2, 0.2], [0.3, 0.1, -0.1], [0.3, 0.4, 0.5], [0.4, 0.5, -0.8], [-0.8, 0.5, 0.6], [0.3, -0.2, 0.2], [0.1, 0.0, 0.1], [-0.1, -0.7, -0.9], [-0.4, 0.5, 2.1], [1.1, 0.8, 0.2], [1.4, -0.6, 0.3], [1.3, -0.4, -1.9], [-1.5, -1.6, 0.3], [0.1, 0.5, 0.6], [-0.1, 0.8, -0.3], [-0.7, 0.0, 0.1], [0.2, -0.1, 0.3], [-0.6, 0.1, -0.2], [0.0, 0.0, -0.2], [-0.2, -0.4, 0.0], [-0.5, 0.1, 0.1], [0.0, 0.2, -0.4], [-0.4, -0.1, -0.3], [-0.3, 0.8, 0.1], [0.1, 0.2, 0.3], [0.8, -0.5, -0.5], [-0.1, 0.1, 0.0], [-0.2, -0.1, -0.1], [0.3, -1.3, 0.7], [-0.6, -0.4, 2.1], [-0.7, 0.2, -0.5], [0.1, 0.1, -0.7], [2.1, 0.6, -1.4], [-1.7, 0.0, -0.2], [0.7, 0.8, -0.5], [-0.1, 0.1, -0.1], [0.1, 0.3, -0.2], [-0.2, 0.3, -0.4], [0.7, 0.1, 0.3], [0.1, -0.2, 0.4], [-0.2, -0.1, -0.1], [0.2, 0.3, -0.4], [-0.3, -0.1, -0.2], [-0.2, -0.2, 0.4], [-0.4, 0.4, 1.0], [-0.6, -0.7, -0.9], [0.6, -0.3, 0.6], [0.2, 0.1, 0.1], [0.0, -0.4, 0.2], [1.2, -0.9, -0.5], [-0.7, 0.2, 0.9], [-0.8, -0.3, 0.8], [-1.0, -0.1, -1.1], [-0.4, 0.4, -0.6], [0.0, -0.9, 1.2], [0.4, 0.0, -0.6], [-0.3, 0.2, -0.1], [-0.1, 0.2, -0.3], [0.1, 0.4, 0.4], [0.1, 0.4, -0.2], [0.3, 0.3, 0.0], [-0.1, 0.0, 0.0], [0.9, 0.4, 0.2], [0.9, -0.5, -0.1], [0.0, 0.0, 0.0], [0.5, 0.4, 0.2], [0.0, 0.0, 0.0], [-0.7, 0.0, -0.5], [0.0, -0.1, 0.0], [-0.7, -0.2, 0.5], [-1.0, -1.8, 0.1], [1.1, 1.5, -0.4], [0.4, -1.8, 0.7], [0.7, 0.4, 0.4], [0.9, 0.3, -0.4], [-0.6, -0.4, 0.3], [-0.1, 0.4, -0.1], [0.1, 0.0, -0.1], [0.0, 0.4, 0.1], [0.1, 0.1, 0.2], [-0.3, 0.1, -0.2], [0.1, 0.5, 0.2], [-0.1, 0.6, -0.3], [-0.3, -0.3, 0.0], [-0.2, 0.0, -0.2], [-0.1, -0.3, -0.1], [-0.8, -0.7, 0.4], [0.0, -0.2, -0.3], [-0.3, 0.6, 0.0], [0.2, 0.5, 0.0], [0.3, -0.1, -0.2], [-0.1, 0.7, -1.6], [-0.6, 0.4, 0.2], [1.0, 1.2, 0.9], [1.1, -0.4, 0.7], [-0.9, 0.5, 0.6], [1.4, -0.8, 0.1], [-0.1, -0.3, 1.6], [-0.6, -0.1, -1.4], [-0.6, 0.2, -2.0], [0.1, -0.7, 0.4], [0.4, -0.4, 0.8], [0.2, 0.2, 0.0], [-0.3, -0.3, 0.0], [-0.1, 0.1, 0.0], [-0.3, 0.1, -0.5], [-0.1, -0.8, -0.2], [0.2, -0.2, -0.1], [-0.1, -0.2, -0.3], [0.2, 0.1, 0.0], [-0.5, -0.1, 0.2], [-0.6, 0.4, 0.0], [0.1, -0.3, -0.6], [0.0, -0.1, -0.1], [0.5, -0.4, 0.1], [-0.6, 0.5, 0.1], [0.4, 0.5, 0.7], [0.0, 0.2, 0.9], [-0.8, 1.7, 1.7], [-0.1, -0.5, -1.1], [-0.4, -0.3, 0.0], [-1.6, -0.4, -0.6], [0.8, -0.9, 0.4], [0.6, 0.5, 0.0], [-0.3, -0.1, -0.6], [-0.9, 0.9, 1.1], [0.3, -0.2, -1.2], [0.2, -0.3, 0.1], [0.1, -0.5, -0.4], [0.2, 0.2, -0.6], [0.6, 0.1, 0.0], [-0.4, -0.2, 0.5], [-0.4, -0.4, 0.1], [0.3, 0.1, 0.4], [0.1, -0.1, -0.2], [-0.4, 0.5, 0.3], [-0.1, -0.1, -0.1], [0.2, -0.3, -0.1], [0.0, -0.1, 0.1], [0.1, 0.4, 0.5], [1.2, 0.1, -0.2], [0.1, 0.0, 0.0], [0.1, -0.2, -0.1], [0.4, 0.2, 0.2], [-0.2, 0.2, -0.1], [-0.4, 0.0, -0.7], [-0.2, 0.7, 0.3], [-0.9, -0.2, -0.8], [0.6, 0.5, 0.4], [0.4, -0.7, 0.3], [-0.9, 0.9, -0.1], [0.8, -1.8, 0.4], [-0.9, 0.6, 0.4], [0.7, 0.1, 0.1], [0.5, -0.4, 0.3], [-0.3, 0.2, 0.5], [0.3, 0.1, 0.0], [0.1, 0.0, 0.0], [0.0, -0.1, 0.0], [-0.1, 0.3, 0.1], [0.2, -0.5, 0.1], [0.1, 0.1, -0.4], [0.0, -0.1, 0.4], [0.1, 0.6, 0.0], [-0.1, 0.0, -0.2], [0.1, -0.1, 0.2], [-0.3, 0.4, -0.2], [0.2, 0.0, -0.2], [-0.3, 0.4, -0.5], [0.6, -0.4, -0.4], [-0.1, -0.1, 0.1], [-0.2, 0.1, -0.2], [0.7, -0.5, 1.6], [-0.3, -0.3, -0.2], [-0.1, 0.3, -0.4], [0.3, -0.3, -0.6], [-1.7, 0.9, -0.1], [0.2, -0.1, -0.4], [-0.6, -0.9, 0.2], [1.0, 2.7, 0.5], [3.6, -2.3, -1.6], [-1.5, -0.4, 0.2], [-1.3, 0.2, 0.6], [0.1, 0.5, 0.7], [-0.5, 0.1, -0.4], [0.1, 0.4, 0.3], [0.2, -0.1, -0.6]], "lowdin_charge": [0.0208, -0.3286, 0.0160, 0.0453, -0.0996, -0.2060, -0.0651, 0.0990, 0.0767, 0.1084, 0.0888, 0.1074, 0.1201, 0.1158, 0.1212, 0.1048, 0.1486, 0.1342, 0.1126, 0.1472, 0.1122, 0.0155, -0.3547, 0.0220, 0.0499, -0.0878, -0.1653, -0.0914, 0.1111, 0.0905, 0.1071, 0.1249, 0.1156, 0.1242, 0.1222, 0.0898, 0.1132, 0.1409, 0.1373, 0.1351, 0.1117, 0.0979, 0.0352, -0.3634, 0.0342, 0.0193, -0.1071, -0.2003, -0.0809, 0.1068, 0.0841, 0.1163, 0.1151, 0.1138, 0.1215, 0.1126, 0.1209, 0.1034, 0.1591, 0.1462, 0.1325, 0.1485, 0.0854, 0.0204, -0.3279, 0.0295, -0.0025, -0.0822, -0.2101, -0.1203, 0.1127, 0.1117, 0.1005, 0.0929, 0.1098, 0.1179, 0.1100, 0.1209, 0.1152, 0.1248, 0.1437, 0.1128, 0.1171, 0.0121, 0.0374, -0.3320, 0.0202, 0.0215, -0.0855, -0.2228, -0.0367, 0.1108, 0.1107, 0.1071, 0.0879, 0.1083, 0.1188, 0.0982, 0.1023, 0.1148, 0.1291, 0.1410, 0.0951, 0.1331, 0.1012, -0.0813, -0.2007, -0.1061, -0.2415, 0.0326, -0.0779, -0.1312, -0.1521, -0.1013, 0.0899, 0.0753, 0.0435, 0.1295, 0.1043, 0.1416, 0.1319, 0.1121, 0.1270, 0.1009, 0.1284, 0.1310, 0.1193, 0.1027, 0.1199, 0.1189, 0.1396, 0.1382, -0.0762, -0.2299, -0.1213, -0.2313, 0.0435, -0.0493, -0.1387, -0.1585, -0.1029, 0.0856, 0.0495, 0.0898, 0.0873, 0.0937, 0.1344, 0.1515, 0.0963, 0.1136, 0.1215, 0.1279, 0.1046, 0.1291, 0.1197, 0.1306, 0.1411, 0.1464, 0.1370, -0.1012, -0.2191, -0.1164, -0.2666, 0.0469, -0.0742, -0.1419, -0.1336, -0.0691, 0.0868, 0.0841, 0.0603, 0.1099, 0.1157, 0.1374, 0.1324, 0.1160, 0.1174, 0.1009, 0.1472, 0.1307, 0.1354, 0.1120, 0.1255, 0.1121, 0.1343, 0.1275, -0.6610, 0.1037, 0.1658, 0.1569, 0.6507, -0.2891, -0.2879, -0.2986, 0.5635, -0.3177, -0.2932, -0.6401, 0.1123, 0.1431, 0.1298], "orbital_gap_ev": 10.06, "e_homo_ev": -21.38, "total_charge": 7}